{
  "formula": "C7H11B",
  "method": "wB97M-V/def2-TZVPD",
  "species": ["B", "C", "C", "C", "C", "C", "C", "C", "H", "H", "H", "H", "H", "H", "H", "H", "H", "H", "H"],
  "positions_angstrom": [[-2.086152, 0.851916, 0.577130], [0.344614, 0.727505, 0.211601], [-0.052140, -0.601747, 0.239397], [-0.800956, 1.806354, 0.373658], [-2.395718, -0.010382, -0.623146], [-1.504773, -0.660091, 0.495727], [1.673044, 1.174417, -0.213059], [0.738124, -1.873822, 0.210106], [-0.805909, 2.471261, -0.520156], [-0.542088, 2.338306, 1.291330], [-3.159561, -0.862328, -0.799954], [-1.935314, 0.350580, -1.579247], [-1.936271, -1.771430, 0.752692], [2.019191, 1.978848, 0.332959], [1.722562, 1.226418, -1.288769], [2.366578, 0.337626, -0.031309], [0.740960, -2.272193, -0.770035], [0.326344, -2.604362, 0.931433], [1.821097, -1.577757, 0.404654]],
  "forces_ev_per_a": [[-1.34, 1.93, 0.14], [-1.14, 1.01, -0.88], [-2.94, 0.07, 1.47], [1.08, -1.91, 0.34], [-1.69, -1.33, -1.13], [2.52, -4.91, -1.45], [0.39, -3.21, -0.24], [1.66, 1.67, 1.32], [-0.04, -0.25, 0.69], [-0.06, 0.46, -0.21], [0.72, 2.14, 0.24], [0.05, -0.77, 0.86], [1.07, 3.09, -0.07], [0.66, 2.09, 0.60], [-0.10, 0.84, -0.52], [0.13, 0.24, 0.16], [-0.23, -0.62, -1.08], [0.45, 0.39, -0.38], [-1.19, -0.93, 0.14]],
  "nbo_charge": [0.359, 0.198, 0.034, -0.751, -0.700, -0.326, -0.677, -0.651, 0.225, 0.235, 0.239, 0.218, 0.231, 0.229, 0.241, 0.209, 0.234, 0.239, 0.213],
  "s_squared": 2.0161,
  "spin_multiplicity": 3,
  "e_tot_ev": -8107.9526,
  "lumo_energy_ev": [0.795, -1.967],
  "de_lowest_kcal_mol": 0.00,
  "gap_ev": [6.61, 6.97],
  "mol_weight_da": 106.0
}

{
  "formula": "C7H11BClF2NO7SSi2",
  "method": "wB97M-V/def2-TZVPD",
  "species": ["O", "S", "O", "F", "Si", "Cl", "O", "Si", "F", "C", "B", "O", "O", "H", "H", "H", "H", "H", "H", "C", "C", "C", "C", "C", "C", "N", "O", "O", "H", "H", "H", "H", "H"],
  "positions_angstrom": [[1.315916, -1.741640, 2.282040], [0.198054, -1.629215, 1.205064], [0.654085, -2.029755, -0.227535], [-1.096182, -2.736536, 1.601339], [-0.733401, 0.366750, 1.190242], [-0.315891, 1.367308, 3.033477], [-2.433197, 0.089130, 0.852135], [-3.491953, 1.062309, 1.861333], [-3.396550, 0.642554, 3.611786], [-5.318594, 0.550254, 1.346761], [-5.236757, -1.115056, 1.159123], [-4.806334, -1.714262, -0.135950], [-5.533778, -2.073919, 2.258120], [-0.091571, 1.168007, 0.126516], [-3.370429, 2.504155, 1.621694], [-5.672290, 1.089589, 0.357081], [-6.022938, 0.755773, 2.264947], [-5.609773, -1.744216, -0.738369], [-4.717291, -2.126466, 2.869504], [5.134299, -0.257349, -3.195603], [3.895525, 0.253282, -3.586545], [3.041640, 0.820452, -2.638604], [3.442170, 0.875435, -1.296470], [4.681968, 0.356610, -0.900002], [5.526161, -0.210740, -1.856621], [2.559896, 1.493374, -0.299366], [1.463225, 1.923807, -0.686332], [2.963581, 1.553076, 0.870897], [5.799068, -0.693535, -3.939260], [3.596559, 0.211962, -4.631756], [2.079579, 1.214071, -2.959315], [5.003296, 0.388259, 0.138985], [6.491908, -0.613467, -1.559316]],
  "forces_ev_per_a": [[-4.86, 0.61, -3.76], [5.26, -5.03, -0.81], [-2.30, 1.86, 5.20], [2.26, 2.20, -0.53], [-2.46, 1.41, 0.30], [-0.54, -1.17, -1.64], [1.87, 2.07, 2.93], [-1.86, -2.34, 1.31], [0.08, 0.87, -4.02], [-0.15, -1.06, 0.38], [0.14, -1.47, -0.38], [-2.73, 1.30, 1.67], [2.81, 2.19, -0.96], [-0.27, -0.64, 0.36], [0.64, -0.05, 0.33], [0.85, -1.02, 2.09], [1.34, -0.12, -1.84], [1.58, 0.07, 0.89], [-2.01, 0.12, -1.23], [-0.09, 0.06, 0.11], [0.08, 0.04, 0.40], [0.04, 0.00, 0.05], [0.56, -0.40, -0.70], [-0.02, 0.02, -0.01], [-0.38, 0.17, -0.10], [-0.14, 0.35, 0.93], [1.60, -0.23, 0.32], [-0.86, -0.07, -1.76], [-0.15, 0.08, 0.16], [0.01, 0.03, 0.26], [0.21, -0.05, 0.28], [-0.27, 0.08, -0.22], [-0.24, 0.10, 0.00]],
  "nbo_charge": [-0.813, 1.773, -0.830, -0.494, 1.349, -0.321, -1.198, 1.876, -0.649, -1.303, 1.215, -0.948, -0.954, -0.094, -0.202, 0.281, 0.287, 0.498, 0.509, -0.168, -0.211, -0.175, 0.019, -0.173, -0.210, 0.521, -0.404, -0.358, 0.223, 0.226, 0.248, 0.252, 0.227],
  "e_tot_ev": -68485.9813,
  "lumo_energy_ev": -1.118,
  "de_lowest_kcal_mol": 56.89,
  "gap_ev": 9.22,
  "mol_weight_da": 393.7
}

{
  "formula": "C7H11BO3",
  "method": "wB97M-V/def2-TZVPD",
  "species": ["B", "C", "C", "C", "C", "C", "C", "C", "O", "O", "O", "H", "H", "H", "H", "H", "H", "H", "H", "H", "H", "H"],
  "positions_angstrom": [[-2.661007, 0.139200, 0.089557], [0.881233, 0.995344, -1.257177], [1.930142, 0.634837, -0.590126], [-0.499047, 1.144374, -0.769761], [1.874036, 0.266112, 0.897959], [0.707837, 0.656254, 1.703215], [-1.226056, -0.055892, -0.564126], [-0.720467, -1.243075, -1.328424], [-0.978355, 2.240311, -0.562999], [-3.281962, -1.003746, 0.550111], [-3.154858, 1.395397, 0.490200], [0.967255, 0.864512, -2.275559], [2.819401, 0.310575, -1.130777], [1.877295, -0.973063, 0.993545], [2.760922, 0.640105, 1.411069], [0.266289, -0.106477, 2.245102], [0.272240, 1.547208, 1.648283], [-0.524907, -2.049857, -0.609785], [0.090770, -0.841943, -2.027980], [-1.545784, -1.598215, -1.987905], [-3.999462, -0.845730, 1.128715], [-2.434220, 2.135715, 0.364585]],
  "forces_ev_per_a": [[-0.02, 0.93, 1.91], [-0.66, 0.24, 0.15], [1.06, -1.28, 2.23], [0.80, -0.14, 0.42], [0.32, -2.68, -0.17], [1.51, -2.52, -1.38], [-1.14, -0.16, -0.63], [-0.70, 0.74, -0.85], [-0.18, 2.07, 0.14], [1.25, -0.09, -1.47], [1.75, -0.18, -0.53], [0.16, 0.55, -2.44], [0.02, 0.37, 0.22], [0.52, 3.09, -0.50], [0.44, -0.21, -0.04], [-0.89, -1.06, 1.29], [-1.57, 3.64, -0.08], [0.61, -0.04, -0.57], [-0.82, -1.67, 1.31], [0.41, 0.01, 0.48], [-1.25, 0.42, 0.82], [-1.63, -2.05, -0.31]],
  "nbo_charge": [1.057, -0.291, -0.135, 0.445, -0.518, -0.237, -0.214, -0.680, -0.580, -0.886, -0.922, 0.216, 0.208, 0.213, 0.239, 0.177, 0.172, 0.248, 0.224, 0.239, 0.495, 0.530],
  "e_tot_ev": -14254.1912,
  "lumo_energy_ev": [0.055, -1.414],
  "de_lowest_kcal_mol": 114.10,
  "gap_ev": [9.14, 7.01],
  "mol_weight_da": 154.0
}

{
  "formula": "C7H11BrF3NO3",
  "method": "wB97M-V/def2-TZVPD",
  "species": ["C", "C", "C", "C", "C", "C", "C", "N", "O", "O", "O", "F", "F", "F", "Br", "H", "H", "H", "H", "H", "H", "H", "H", "H", "H", "H"],
  "positions_angstrom": [[0.302446, 0.164358, -1.531377], [2.800658, -0.769119, -0.497653], [1.517064, -0.727679, 0.475936], [-2.226032, 0.511930, -0.377663], [0.491167, 0.273648, -0.098460], [-1.344248, -0.459273, 0.369404], [-1.583431, -0.311159, 1.941300], [0.697859, 1.677697, 0.172948], [0.394063, 1.268621, -2.264314], [0.124841, -0.929893, -2.118989], [-1.319003, -1.739263, -0.014181], [-2.880436, -0.200508, 2.272831], [-1.171601, -1.413441, 2.606425], [-0.930837, 0.775723, 2.416071], [-4.042440, -0.104086, -0.514344], [2.899301, 0.204668, -1.049830], [3.686848, -1.011822, 0.121685], [2.689618, -1.521579, -1.313001], [1.801710, -0.375420, 1.472429], [1.103120, -1.621564, 0.663279], [-1.749350, 0.359788, -1.397099], [-2.207145, 1.478109, 0.039103], [0.564550, 2.044837, -1.782380], [1.293421, 1.827193, 1.057990], [-0.208728, 2.223335, 0.176830], [-0.703416, -1.625102, -0.826941]],
  "forces_ev_per_a": [[0.81, -2.10, -2.78], [-0.86, -0.15, 0.31], [2.29, 4.24, -1.64], [1.12, -2.60, -2.04], [-2.31, -0.44, 1.88], [1.53, 2.22, 2.48], [0.37, -1.23, -0.67], [0.40, 0.69, 2.35], [-0.91, -2.19, -2.03], [0.02, 1.99, 1.44], [0.97, 0.24, -1.30], [0.26, 0.53, -0.24], [0.48, 0.69, -0.29], [-0.32, -0.38, 0.04], [-0.32, 0.09, -0.17], [0.21, -0.72, 0.88], [-0.34, 0.31, -0.64], [-0.04, 0.34, 0.84], [0.14, 0.27, -0.16], [-1.53, -3.42, 0.10], [-1.56, 1.16, 0.81], [0.03, 1.21, 0.20], [0.68, 1.45, 1.65], [-1.78, -0.13, -1.82], [1.64, -0.85, 0.54], [-0.97, -1.25, 0.26]],
  "nbo_charge": [0.751, -0.623, -0.412, -0.530, 0.033, 0.271, 0.930, -0.891, -0.651, -0.625, -0.707, -0.316, -0.319, -0.335, 0.043, 0.209, 0.222, 0.231, 0.212, 0.233, 0.242, 0.223, 0.510, 0.405, 0.385, 0.511],
  "e_tot_ev": -93263.6574,
  "lumo_energy_ev": 0.283,
  "de_lowest_kcal_mol": 0.00,
  "gap_ev": 9.61,
  "mol_weight_da": 294.1
}

{
  "formula": "C7H11Cl17",
  "method": "wB97M-V/def2-TZVPD",
  "species": ["Cl", "C", "Cl", "Cl", "H", "Cl", "C", "Cl", "Cl", "H", "Cl", "C", "Cl", "Cl", "H", "Cl", "C", "Cl", "H", "H", "Cl", "C", "Cl", "H", "H", "Cl", "C", "Cl", "H", "H", "Cl", "C", "Cl", "H", "H"],
  "positions_angstrom": [[-4.001643, 0.665775, 2.181514], [-2.798569, 1.047770, 3.416838], [-3.134730, 0.156324, 4.904919], [-2.744770, 2.778375, 3.721882], [-1.822485, 0.742181, 3.062747], [-1.314139, 4.990982, -1.190001], [-1.367754, 3.968234, -2.617111], [-0.659040, 4.783563, -3.999165], [-3.014722, 3.443694, -2.965504], [-0.788314, 3.079071, -2.413324], [0.201133, 0.671971, -1.729043], [0.453786, -0.270278, -0.270714], [1.061502, -1.882364, -0.677907], [-1.035119, -0.378495, 0.655853], [1.207555, 0.217677, 0.335264], [4.254916, 1.429193, -1.420450], [4.319954, -0.205479, -0.761998], [3.888179, -0.242338, 0.956449], [3.596047, -0.809238, -1.293911], [5.331216, -0.573468, -0.870176], [0.916816, 1.803209, 2.675151], [1.368127, 2.182377, 4.346644], [0.369521, 1.290845, 5.513755], [2.397044, 1.884521, 4.492929], [1.202390, 3.240611, 4.493410], [-3.095079, -1.310622, -3.182711], [-1.646123, -1.106978, -4.156695], [-1.564035, 0.494192, -4.921103], [-0.773030, -1.210098, -3.524763], [-1.632786, -1.846765, -4.947784], [0.086331, -6.889018, -1.258703], [0.105120, -5.677556, 0.020457], [0.928210, -6.247039, 1.477988], [0.617927, -4.796499, -0.344132], [-0.913443, -5.424315, 0.289380]],
  "forces_ev_per_a": [[0.08, -0.01, -0.01], [-0.07, -0.07, 0.14], [-0.01, 0.00, -0.03], [0.01, 0.11, 0.00], [0.01, 0.01, -0.03], [0.00, 0.07, 0.16], [-0.13, -0.20, 0.01], [0.10, 0.08, -0.19], [-0.04, 0.03, 0.02], [0.05, 0.02, 0.01], [0.08, 0.11, -0.21], [-0.04, -0.07, 0.20], [-0.02, -0.04, -0.04], [-0.06, -0.08, -0.05], [0.03, 0.00, 0.00], [-0.02, 0.10, -0.04], [-0.06, 0.09, 0.04], [0.03, -0.02, 0.03], [0.06, -0.08, -0.03], [0.01, -0.08, 0.01], [-0.02, 0.02, -0.03], [-0.24, -0.23, 0.09], [0.10, 0.10, -0.14], [0.07, 0.09, 0.00], [0.07, 0.04, 0.06], [-0.05, -0.02, 0.08], [0.23, 0.09, -0.24], [0.01, -0.05, 0.07], [-0.04, -0.01, 0.09], [-0.12, -0.02, 0.01], [-0.03, -0.04, -0.07], [-0.06, 0.18, 0.12], [0.03, 0.02, -0.01], [0.09, -0.04, -0.01], [-0.04, -0.10, -0.03]],
  "nbo_charge": [0.018, -0.290, 0.016, 0.021, 0.234, 0.021, -0.292, 0.022, 0.022, 0.226, 0.015, -0.293, -0.004, 0.032, 0.243, -0.018, -0.397, -0.034, 0.226, 0.228, -0.046, -0.382, -0.021, 0.226, 0.228, -0.014, -0.397, -0.033, 0.221, 0.223, -0.020, -0.396, -0.023, 0.216, 0.224],
  "e_tot_ev": -220318.6619,
  "lumo_energy_ev": 0.215,
  "de_lowest_kcal_mol": 0.00,
  "gap_ev": 11.19,
  "mol_weight_da": 697.9
}